P | Below is the molecule C9H13NO, with properties calculated with ωB97M-V with the def2-TZVPD basis set.

Values from the calculation:
SMILES string   C[C@H]1n2c(O)ccc2C1(C)C
HOMO-LUMO gap   8.72 eV
LUMO energy   0.78 eV
HOMO   -7.94 eV

Last column: natural (NBO) charge in e.
Element x y z (Å)
C1 -0.09 2.15 0.39  -0.633
C2 0.13 0.93 -0.53  0.025
N1 1.38 0.25 -0.18  -0.391
C3 2.74 0.05 -0.08  0.424
O1 3.59 1.08 -0.39  -0.684
C4 2.84 -1.27 0.30  -0.363
C5 1.56 -1.92 0.38  -0.291
C6 0.72 -0.95 0.12  0.134
C7 -0.66 -0.40 -0.18  -0.086
C8 -1.62 -0.49 1.05  -0.601
C9 -1.34 -0.95 -1.40  -0.604
H1 0.64 1.90 1.24  0.227
H2 -1.16 2.01 0.69  0.219
H3 0.14 2.90 -0.28  0.219
H4 -0.07 1.17 -1.56  0.194
H5 4.14 1.35 0.27  0.486
H6 3.71 -1.91 0.27  0.220
H7 1.22 -2.90 0.77  0.228
H8 -2.66 0.15 0.97  0.204
H9 -1.10 -0.12 1.86  0.208
H10 -1.87 -1.59 1.19  0.222
H11 -2.29 -0.28 -1.73  0.203
H12 -1.79 -1.99 -1.35  0.224
H13 -0.62 -0.86 -2.25  0.214

Q | Below is a cluster of 2 separate species, C9H13NO in total, with properties calculated with ωB97M-V with the def2-TZVPD basis set.

Values from the calculation:
SMILES string   Cc1ccccc1.CC(N)=O
HOMO-LUMO gap   9.98 eV
LUMO energy   0.74 eV
HOMO   -9.24 eV

Last column: natural (NBO) charge in e.
Element x y z (Å)
C1 -2.78 0.70 0.30  -0.632
C2 -1.47 1.00 0.98  -0.008
C3 -1.35 0.86 2.34  -0.221
C4 -0.18 1.15 3.01  -0.196
C5 0.95 1.46 2.27  -0.224
C6 0.87 1.43 0.88  -0.190
C7 -0.32 1.24 0.22  -0.220
H1 -2.82 1.20 -0.66  0.211
H2 -3.63 1.12 0.85  0.219
H3 -2.94 -0.36 0.14  0.221
H4 -2.18 0.56 2.98  0.209
H5 -0.15 1.17 4.10  0.215
H6 1.87 1.77 2.72  0.214
H7 1.75 1.66 0.30  0.208
H8 -0.41 1.26 -0.86  0.193
C8 -0.19 -2.25 -1.94  -0.711
C9 1.22 -1.82 -2.23  0.670
N1 1.42 -0.48 -2.35  -0.824
O1 2.14 -2.60 -2.31  -0.610
H9 -0.34 -2.67 -0.95  0.246
H10 -0.51 -3.00 -2.66  0.239
H11 -0.89 -1.42 -2.07  0.202
H12 2.36 -0.16 -2.55  0.401
H13 0.70 0.21 -2.44  0.388

R | Below is a cluster of 2 separate species, C9H13NO in total, with properties calculated with ωB97M-V with the def2-TZVPD basis set.

Values from the calculation:
SMILES string   Cc1ccccc1.CC(N)=O
HOMO-LUMO gap   9.85 eV
LUMO energy   0.75 eV
HOMO   -9.10 eV

Last column: natural (NBO) charge in e.
Element x y z (Å)
C1 -1.84 -0.14 -3.37  -0.648
C2 -1.20 -0.66 -2.04  -0.012
C3 -1.58 -0.47 -0.76  -0.239
C4 -0.85 -0.94 0.41  -0.206
C5 0.36 -1.58 0.12  -0.230
C6 0.79 -1.80 -1.17  -0.223
C7 0.08 -1.36 -2.23  -0.197
H1 -2.89 -0.70 -3.63  0.220
H2 -1.32 -0.23 -4.36  0.229
H3 -2.01 0.99 -3.18  0.224
H4 -2.54 -0.07 -0.52  0.204
H5 -1.30 -0.72 1.45  0.229
H6 1.04 -1.90 0.95  0.223
H7 1.72 -2.35 -1.36  0.218
H8 0.36 -1.49 -3.28  0.208
C8 1.58 1.91 1.58  -0.725
C9 1.66 1.17 2.87  0.677
N1 0.54 1.26 3.75  -0.845
O1 2.60 0.46 3.22  -0.607
H9 1.54 1.09 0.82  0.261
H10 2.47 2.40 1.34  0.244
H11 0.67 2.57 1.39  0.219
H12 0.35 0.65 4.48  0.397
H13 -0.23 1.91 3.51  0.380

Q is preferred energetically. Next in line: 118.6 kJ/mol higher.

P | Below is a cluster of 2 separate species, C9H13NO in total, with properties calculated with ωB97M-V with the def2-TZVPD basis set.

Values from the calculation:
SMILES string   Cc1ccccc1.CC(N)=O
HOMO-LUMO gap   9.91 eV
LUMO energy   0.73 eV
HOMO   -9.18 eV

Last column: natural (NBO) charge in e.
Element x y z (Å)
C1 0.05 1.72 2.47  -0.650
C2 -0.62 0.97 1.33  -0.046
C3 -0.60 -0.45 1.31  -0.187
C4 -1.33 -1.07 0.18  -0.235
C5 -1.83 -0.23 -0.78  -0.224
C6 -1.72 1.10 -0.88  -0.217
C7 -1.22 1.67 0.27  -0.206
H1 0.59 2.46 2.01  0.217
H2 0.66 1.11 3.19  0.222
H3 -0.42 2.30 3.39  0.231
H4 -0.18 -0.93 2.12  0.209
H5 -1.71 -2.13 0.41  0.237
H6 -2.24 -0.68 -1.62  0.210
H7 -2.02 1.84 -1.56  0.231
H8 -1.53 2.77 0.37  0.210
C8 1.38 -2.19 -0.84  -0.734
C9 1.88 -1.12 -1.79  0.667
N1 1.59 0.23 -1.68  -0.837
O1 2.52 -1.39 -2.80  -0.615
H9 0.36 -2.09 -0.48  0.245
H10 1.97 -2.39 0.05  0.238
H11 1.17 -3.06 -1.46  0.242
H12 2.25 0.92 -2.19  0.407
H13 1.02 0.65 -1.02  0.386

Q | Below is the molecule C9H13NO, with properties calculated with ωB97M-V with the def2-TZVPD basis set.

Values from the calculation:
HOMO-LUMO gap   7.81 eV
LUMO energy   0.63 eV
HOMO   -7.18 eV

Last column: natural (NBO) charge in e.
Element x y z (Å)
C1 -2.11 0.08 -1.33  -0.186
C2 -3.06 -0.84 -1.09  -0.220
C3 -0.87 0.07 -0.61  -0.415
C4 -2.95 -1.90 -0.12  -0.554
C5 0.12 0.95 -0.80  -0.137
C6 -1.95 -2.16 0.69  0.686
C7 1.68 -0.63 0.45  -0.422
C8 1.06 1.52 1.34  -0.407
C9 2.46 1.37 -0.61  -0.395
N1 1.33 0.76 0.11  -0.287
O1 -1.25 -2.62 1.52  -0.494
H1 -2.26 0.84 -2.08  0.218
H2 -3.99 -0.82 -1.65  0.212
H3 -0.88 -0.78 0.11  0.135
H4 -3.79 -2.58 -0.03  0.272
H5 1.69 -1.22 -0.47  0.231
H6 2.67 -0.67 0.91  0.207
H7 0.96 -1.06 1.13  0.229
H8 0.18 1.10 1.83  0.230
H9 1.92 1.48 2.02  0.201
H10 0.84 2.55 1.07  0.236
H11 3.35 1.42 0.02  0.192
H12 2.68 0.77 -1.50  0.226
H13 2.17 2.37 -0.93  0.243

P is preferred energetically. Next in line: 282.9 kJ/mol higher.

P | Below is a structure of composition C5H8O2S, with properties calculated with ωB97M-V with the def2-TZVPD basis set.

Values from the calculation:
HOMO-LUMO gap   9.00 eV
LUMO energy   0.69 eV
HOMO   -8.31 eV

Last column: natural (NBO) charge in e.
Element x y z (Å)
C1 0.70 -1.39 0.07  -0.154
C2 -0.62 -1.39 0.05  -0.259
C3 0.36 1.02 0.21  -0.445
C4 1.42 -0.07 0.08  0.016
C5 -1.27 -0.05 0.02  0.148
O1 2.22 0.25 -1.05  -0.718
O2 -1.92 0.39 -1.08  -0.739
S1 -2.17 0.29 1.53  -0.027
H1 1.41 -2.16 0.08  0.209
H2 -1.39 -2.27 0.11  0.230
H3 0.13 1.63 1.08  0.214
H4 0.19 1.82 -0.57  0.222
H5 1.94 -0.13 0.99  0.182
H6 3.17 0.40 -0.82  0.481
H7 -1.80 0.01 -1.97  0.503
H8 -2.35 1.64 1.24  0.137

Q | Below is the molecule C5H8O2S, with properties calculated with ωB97M-V with the def2-TZVPD basis set.

Values from the calculation:
SMILES string   O[C@@H]1COC=CSC1
HOMO-LUMO gap   9.78 eV
LUMO energy   0.80 eV
HOMO   -8.98 eV

Last column: natural (NBO) charge in e.
Element x y z (Å)
O1 -1.92 -0.48 -1.18  -0.691
C1 -1.35 -0.18 0.02  0.055
C2 -0.67 1.17 0.16  -0.078
O2 0.46 1.47 -0.73  -0.538
C3 1.67 0.91 -0.40  0.147
C4 1.96 -0.37 -0.29  -0.465
S1 0.81 -1.70 -0.58  0.210
C5 -0.46 -1.29 0.61  -0.554
H1 -1.17 -0.57 -1.80  0.480
H2 -2.08 -0.02 0.77  0.179
H3 -0.28 1.21 1.20  0.173
H4 -1.29 2.03 -0.03  0.207
H5 2.50 1.65 -0.17  0.186
H6 2.97 -0.64 0.19  0.235
H7 -1.09 -2.13 0.68  0.232
H8 -0.06 -1.07 1.56  0.222

R | Below is the molecule C5H8O2S, with properties calculated with ωB97M-V with the def2-TZVPD basis set.

Values from the calculation:
SMILES string   O=C(O)/C=C\CCS
HOMO-LUMO gap   10.33 eV
LUMO energy   0.58 eV
HOMO   -9.75 eV

Last column: natural (NBO) charge in e.
Element x y z (Å)
O1 -2.93 -0.71 0.51  -0.548
C1 -1.90 -0.73 -0.10  0.756
O2 -1.17 -1.88 -0.23  -0.683
C2 -1.37 0.50 -0.87  -0.336
C3 -0.30 1.28 -0.71  -0.146
C4 0.75 1.20 0.45  -0.462
C5 1.25 -0.20 0.90  -0.517
S1 1.98 -1.10 -0.52  -0.049
H1 -0.42 -1.65 -0.80  0.494
H2 -2.04 0.79 -1.70  0.234
H3 -0.11 2.05 -1.49  0.217
H4 0.30 1.66 1.37  0.238
H5 1.58 1.88 0.14  0.220
H6 0.44 -0.71 1.37  0.226
H7 1.99 -0.07 1.71  0.225
H8 1.95 -2.32 -0.02  0.132

S | Below is the molecule C5H8O2S, with properties calculated with ωB97M-V with the def2-TZVPD basis set.

Values from the calculation:
SMILES string   C=CC1(S)[C@H](O)[C@H]1O
HOMO-LUMO gap   9.48 eV
LUMO energy   0.71 eV
HOMO   -8.77 eV

Last column: natural (NBO) charge in e.
Element x y z (Å)
C1 2.12 0.36 -0.69  -0.439
C2 1.14 0.74 0.15  -0.164
C3 -0.03 -0.05 0.54  -0.315
S1 0.08 -0.74 2.16  0.044
C4 -0.93 -0.68 -0.52  0.080
O1 -0.57 -0.71 -1.81  -0.696
C5 -1.45 0.54 0.11  0.095
O2 -2.44 0.52 1.04  -0.696
H1 2.32 -0.66 -0.99  0.206
H2 2.97 1.00 -0.84  0.206
H3 1.25 1.66 0.69  0.214
H4 1.19 -1.44 1.90  0.121
H5 -1.49 -1.59 -0.21  0.185
H6 0.29 -0.23 -1.92  0.491
H7 -1.36 1.48 -0.53  0.184
H8 -3.09 -0.19 0.89  0.483

R is preferred energetically. Next in line: 94.1 kJ/mol higher.